{"formula": "C3H4O2S3", "method": "ωB97M-V with the def2-TZVPD basis set", "elements": ["C", "H", "S", "H", "H", "H", "S", "C", "S", "O", "C", "O"], "xyz": [[0.05818, 0.22970, 0.83635], [-2.93036, -1.19862, -1.14483], [-1.61316, 1.39938, -0.86463], [2.47033, 1.01989, -0.60648], [0.52976, 1.90123, -0.04067], [0.24510, -0.13567, 1.88119], [-2.21297, -1.40859, 0.08921], [-1.28353, 0.18952, 0.09269], [2.60417, -0.35821, -0.55909], [0.44923, -2.08705, -0.49600], [0.82745, -0.89170, -0.09169], [0.85578, 1.34011, 0.90395]], "atomic_forces_ev_per_a": [[1.6, -3.0, 0.4], [1.1, 0.1, 1.9], [-0.3, 1.5, -1.1], [0.0, -1.2, 0.3], [1.1, -1.7, 3.6], [-1.4, -0.6, -0.8], [-0.3, 1.9, -1.1], [-0.2, -1.9, 1.0], [-1.7, 0.1, 0.0], [2.4, 7.2, 2.8], [0.3, -5.4, -2.4], [-2.6, 3.1, -4.6]], "nbo_charge": [-0.08, 0.17, 0.09, 0.15, 0.47, 0.26, 0.10, -0.31, -0.04, -0.55, 0.42, -0.69], "smiles": "O=C(S)[C@@H](O)C(=S)S", "total_energy_ha": -1461.64284, "e_lumo_ev": -0.979, "largest_force_ha_per_bohr": 0.15659, "molar_mass_g_mol": 168.26}

{"formula": "C19H38N2O7", "method": "ωB97M-V with the def2-TZVPD basis set", "elements": ["H", "H", "H", "H", "H", "H", "C", "H", "H", "C", "H", "C", "H", "O", "H", "H", "H", "C", "C", "C", "H", "C", "H", "H", "N", "O", "C", "N", "O", "C", "H", "H", "H", "H", "H", "H", "C", "C", "C", "O", "H", "H", "H", "C", "H", "H", "H", "H", "C", "C", "H", "H", "C", "O", "H", "C", "H", "H", "O", "H", "H", "C", "H", "C", "H", "O"], "xyz": [[-2.56591, 1.32095, -3.94095], [-0.82340, 2.73360, -1.97367], [1.06614, 1.38256, -4.98129], [1.19510, -0.66332, 5.92313], [-0.94319, -0.84774, 5.76267], [-1.08523, 0.31067, 4.48083], [0.78963, 0.09728, 5.25591], [-0.57186, -1.38519, -7.53138], [-0.55506, 1.75442, -5.62409], [0.01882, 1.08058, -4.98793], [1.84639, 0.81418, 1.32663], [-1.89102, 0.73692, -3.31524], [0.35489, -3.71123, 3.74418], [-1.33044, 2.18927, 2.16755], [1.61150, 3.52891, -2.11576], [2.67134, -1.72447, 4.67937], [-1.65974, -0.98900, -0.17199], [-3.23726, -1.67115, -0.94149], [-0.40265, -1.63087, 3.81268], [1.46988, 1.45816, -1.96190], [-0.75482, -3.38464, 5.10346], [2.53115, 0.06572, 1.72543], [0.11787, -0.01008, -1.74822], [-0.87474, 3.29408, -3.63468], [-0.45888, 1.16403, -3.48391], [-3.78894, -1.45161, 0.12941], [-1.27745, 1.92050, 0.99142], [0.54565, -1.24858, 2.64994], [-3.82274, -1.90625, -1.96421], [-0.35859, 2.61823, -2.95282], [0.58707, -0.92943, -5.38224], [-2.54120, -2.19942, 3.96035], [2.87490, -2.56567, 3.00862], [-1.87975, -2.66620, 2.48149], [0.71591, -0.24786, -7.40220], [1.12823, -0.22793, -3.21985], [1.66432, 0.56128, 4.00605], [0.05017, -2.97822, 4.49114], [-0.48347, -0.52968, 4.82695], [-1.94281, 2.72141, 0.19051], [0.82389, -2.68315, 5.19993], [-2.08056, -0.31694, -3.51909], [2.53568, 1.23239, -1.99629], [-0.28092, -0.29875, -5.57444], [3.52254, 0.46589, 1.93780], [1.18644, 1.43399, 3.56095], [-0.67708, 0.45943, -7.70561], [1.02924, 1.44725, -0.96501], [1.94703, -0.58886, 2.97553], [0.62031, 0.49020, -2.57610], [2.63706, -0.68640, 0.94363], [3.91525, -1.23146, 3.61600], [-0.32921, -0.40015, -7.13272], [0.30501, -1.92038, 1.43797], [-2.26913, -0.96380, 2.77484], [1.19549, 2.74889, -2.75342], [2.63163, 0.91002, 4.36769], [-1.27659, -0.71328, -5.41666], [-1.88270, -1.45387, -0.98179], [0.60531, 0.97532, 5.87492], [-2.22046, 3.10771, 1.02435], [-1.82599, -1.85872, 3.21169], [-2.10696, 0.99509, -2.27850], [2.91439, -1.66318, 3.61858], [1.88483, 2.89646, -3.58476], [-0.79431, 0.83214, 0.55661]], "atomic_forces_ev_per_a": [[0.4, 0.2, -0.2], [-0.1, -0.6, 0.0], [-0.1, -0.3, -0.2], [1.2, 0.3, -0.1], [-0.4, -0.6, -0.4], [-0.5, -0.3, -0.6], [1.7, 0.2, -0.8], [-0.5, 0.3, 0.3], [-0.1, 0.7, 0.6], [-1.5, -0.4, 0.5], [0.1, 0.2, 0.2], [0.2, 0.0, 0.7], [0.2, 0.0, 0.2], [0.3, 1.3, 3.3], [-1.1, 0.6, 0.2], [-0.1, -0.8, -0.3], [0.6, 0.9, 0.8], [4.4, 1.4, -0.7], [-2.1, -0.7, -1.0], [1.0, 2.1, 0.1], [-0.3, 0.3, -0.4], [-0.5, -1.1, -0.5], [-0.6, -0.5, -0.7], [0.3, -0.1, -0.2], [0.5, 1.4, -0.3], [-1.9, -0.1, 1.8], [1.5, -5.1, -0.5], [-0.4, -5.3, -5.3], [-1.6, -0.8, -1.2], [1.8, 0.3, -0.9], [-0.7, -0.7, 0.8], [0.4, 0.2, 0.5], [0.2, -0.2, 0.5], [0.4, 0.1, -0.2], [0.5, -0.5, -0.4], [-0.2, -0.1, 0.1], [-0.7, -1.2, 1.5], [0.6, 1.0, -0.3], [-0.9, 2.0, 0.3], [-0.4, 0.9, -1.5], [0.3, -0.6, -0.2], [0.4, 0.2, 0.2], [-0.2, -0.3, 0.3], [0.2, -0.6, -1.7], [-0.2, 0.1, 0.2], [-0.2, -0.3, -0.3], [-1.3, -0.2, 0.3], [0.9, 1.1, 0.5], [-0.3, 1.5, 0.1], [-2.2, -3.7, -1.8], [0.2, -0.1, -0.1], [0.0, 0.1, -0.5], [2.7, 1.5, -0.2], [1.9, 4.8, 7.8], [0.4, 0.2, -0.1], [0.1, 0.5, 1.4], [0.2, -0.2, -0.1], [0.4, 0.0, 1.5], [-1.4, -1.1, -0.5], [-0.1, -0.1, -0.1], [-1.8, 2.6, 0.0], [-0.1, -0.3, -0.3], [-0.2, -0.4, 0.0], [-1.1, 1.0, -0.4], [-0.7, -0.6, -0.7], [0.8, -0.3, -1.3]], "nbo_charge": [0.23, 0.27, 0.23, 0.19, 0.24, 0.25, -0.40, 0.24, 0.22, -0.20, 0.26, -0.42, 0.23, -0.77, 0.25, 0.23, 0.53, 0.92, 0.10, -0.46, 0.25, -0.64, 0.26, 0.23, -0.22, -0.31, 0.93, 0.31, -0.43, -0.23, 0.22, 0.24, 0.24, 0.23, 0.20, 0.21, -0.44, -0.59, -0.46, -0.72, 0.22, 0.25, 0.24, -0.46, 0.24, 0.26, 0.22, 0.25, 0.14, -0.22, 0.23, 0.25, -0.61, -0.13, 0.25, -0.44, 0.24, 0.24, -0.71, 0.25, 0.51, -0.63, 0.25, -0.61, 0.22, -0.89], "total_charge": 1, "total_energy_ha": -1382.44791, "spin_multiplicity": 2, "e_lumo_ev": [-6.182, -6.377], "largest_force_ha_per_bohr": 0.18236, "molar_mass_g_mol": 406.52}

{"formula": "C4H11S2", "method": "ωB97M-V with the def2-TZVPD basis set", "elements": ["H", "H", "H", "H", "H", "H", "C", "C", "H", "S", "H", "C", "H", "H", "S", "H", "C"], "xyz": [[0.52344, -1.64272, 0.19093], [0.02297, -2.73691, -1.08544], [1.51298, 0.22095, -1.23647], [1.10828, 3.52298, 1.63863], [2.46491, 2.39442, 2.00329], [-2.94689, -0.64884, 0.50496], [1.85673, 2.84558, 1.21772], [0.10659, -1.67393, -0.81744], [-2.00128, -2.03780, 0.89684], [1.03901, 1.58925, 0.15485], [-1.91432, -1.64058, -1.59932], [-1.91769, -1.01681, 0.50097], [-1.21921, -0.06112, -1.31606], [2.52078, 3.44788, 0.59188], [1.40955, -1.03809, -1.91344], [-1.26130, -0.45818, 1.16479], [-1.30454, -1.06611, -0.89669]], "atomic_forces_ev_per_a": [[-0.3, 0.2, 0.0], [0.1, 0.1, 0.2], [0.2, -0.7, -0.4], [0.1, -0.1, 0.2], [-0.1, 0.0, 0.1], [0.2, 0.4, 0.0], [0.1, 0.0, -0.6], [0.1, -0.9, -0.2], [0.2, 0.0, 0.0], [-0.3, 0.3, 0.5], [0.0, -0.1, 0.1], [-0.3, -0.8, -0.2], [-0.1, 0.1, 0.2], [0.1, 0.1, 0.1], [-0.3, 0.7, 0.1], [-0.2, 0.3, 0.0], [0.6, 0.5, 0.1]], "nbo_charge": [0.22, 0.19, 0.19, 0.18, 0.18, 0.19, -0.72, -0.51, 0.18, -0.67, 0.18, -0.61, 0.22, 0.18, -0.21, 0.24, -0.42], "total_charge": -1, "total_energy_ha": -955.39452, "e_lumo_ev": 3.602, "largest_force_ha_per_bohr": 0.01736, "molar_mass_g_mol": 123.27}

{"formula": "C33H32BrIN2O4PPd", "method": "ωB97M-V with the def2-TZVPD basis set", "elements": ["C", "H", "Pd", "O", "C", "H", "H", "C", "C", "C", "C", "C", "C", "H", "C", "H", "H", "H", "H", "C", "C", "H", "C", "C", "N", "O", "H", "H", "H", "O", "H", "C", "H", "H", "H", "C", "C", "C", "N", "C", "C", "H", "H", "C", "C", "H", "H", "H", "C", "H", "C", "C", "C", "C", "C", "H", "C", "H", "H", "H", "C", "C", "H", "P", "H", "I", "O", "Br", "H", "C", "H", "H", "C", "H", "C"], "xyz": [[-2.83030, -3.74102, 2.74694], [-4.33809, -1.27832, -1.31160], [-0.05835, -0.05919, -0.60846], [-2.16876, -0.26254, -0.87889], [1.83988, -3.12089, -2.46128], [-2.10842, 3.71541, 4.07248], [0.95190, 6.95869, -4.29270], [-2.65225, 1.86373, 3.13866], [-0.16890, 6.09436, -2.69407], [1.84944, -1.73179, -3.08510], [0.17030, 3.73044, -2.28786], [1.06630, 3.71742, -3.35771], [1.41315, -1.26431, 2.16720], [-1.24273, -5.49938, 0.32784], [-2.19463, 0.71235, 2.51612], [-5.16841, 0.27928, -1.57102], [0.17878, -2.05178, -4.40519], [-3.60120, -3.84876, 3.49823], [-2.31510, 2.18341, -0.27047], [-0.45031, 4.94449, -1.96997], [3.76733, -1.76911, 3.57399], [-3.71727, 2.01635, 3.26016], [-0.38648, 2.61746, 3.41795], [-1.16881, -2.38267, 1.65941], [-3.20742, 1.69033, -0.38571], [3.99295, -1.20072, -0.44161], [2.28680, 0.31704, -2.57344], [0.45260, -0.34477, -4.01979], [-0.29233, -1.41906, -2.83524], [-0.56843, 2.41931, -0.41740], [1.08488, -3.16876, -1.67667], [2.64660, -1.22848, 1.50680], [-0.66784, 7.01747, -2.43553], [1.57932, -3.87030, -3.20840], [1.14015, 1.32848, 2.66709], [-0.84006, -3.46248, 0.84010], [-0.05311, 2.44343, -1.55389], [0.73812, 6.05420, -3.73866], [1.87149, -0.66515, -0.78219], [-1.75071, 2.81477, 3.59117], [1.37928, -1.57516, 3.52391], [-0.05868, -3.35891, 0.09814], [4.76747, -1.45369, 1.70853], [-1.50485, -4.66830, 0.96894], [0.07518, 1.46550, 2.80788], [0.31793, 3.36687, 3.75239], [-3.03405, -5.74678, 2.01946], [4.68295, -1.95756, 4.11788], [0.47037, -1.35650, -3.61697], [-2.40193, -1.72497, 3.30305], [-0.82918, 0.49697, 2.36460], [2.77868, -0.99856, 0.05852], [3.81855, -1.48009, 2.22259], [2.45452, -0.67330, -2.15475], [1.35827, 4.86134, -4.07482], [0.42747, -1.61123, 4.04058], [-2.16024, -2.53099, 2.62370], [2.50091, -2.05985, 5.28056], [1.53061, 2.77610, -3.61523], [2.53929, -1.74295, -3.93800], [2.54576, -1.82569, 4.22542], [3.93928, -0.91786, -1.86040], [2.80262, -3.40655, -2.03082], [-0.18782, -0.88592, 1.40541], [4.33877, -1.78749, -2.37798], [-5.60952, -0.53933, 0.91306], [0.32171, 1.36827, -2.14448], [-1.74701, 5.15844, -0.59587], [-2.91440, 0.00641, 2.12612], [-4.52377, -0.29084, -0.90775], [4.57219, -0.05338, -2.04907], [-4.07841, 2.17429, -0.24501], [-2.50925, -4.80602, 1.91984], [2.06188, 4.82176, -4.89529], [-3.20462, 0.40704, -0.69544]], "atomic_forces_ev_per_a": [[0.0, 0.0, 0.0], [0.0, 0.0, 0.0], [0.6, -0.3, -0.3], [0.0, 0.0, 0.3], [0.0, 0.0, 0.0], [0.0, 0.0, 0.0], [0.0, 0.0, 0.0], [0.0, 0.0, 0.0], [0.0, 0.0, 0.0], [0.1, 0.0, -0.1], [-0.1, 0.1, 0.0], [0.0, 0.0, 0.0], [0.0, 0.1, 0.0], [0.0, 0.0, 0.0], [-0.1, 0.1, -0.1], [0.0, 0.0, 0.0], [0.0, 0.0, 0.0], [0.0, 0.0, 0.0], [0.0, 0.0, 0.0], [0.0, -0.1, 0.0], [0.1, 0.0, 0.0], [0.0, 0.0, 0.0], [0.0, 0.0, 0.0], [0.0, 0.1, 0.0], [-0.1, -0.1, 0.0], [0.0, 0.0, 0.0], [0.0, 0.0, -0.1], [0.0, 0.0, 0.0], [0.0, 0.0, 0.0], [0.2, 0.3, -0.2], [0.0, 0.0, 0.1], [0.0, 0.0, 0.0], [0.0, 0.0, 0.0], [0.0, 0.0, 0.0], [0.0, 0.0, 0.0], [-0.1, 0.0, -0.1], [-0.1, -0.1, 0.1], [0.0, 0.0, 0.0], [-0.1, 0.2, -0.1], [0.0, 0.0, 0.0], [0.0, 0.0, 0.0], [0.0, 0.0, 0.0], [0.0, 0.0, 0.0], [0.0, 0.0, 0.0], [0.0, 0.0, 0.0], [0.0, 0.0, 0.0], [0.0, 0.0, 0.0], [0.0, 0.0, 0.0], [0.0, 0.0, 0.0], [0.0, 0.0, 0.0], [0.1, 0.0, 0.0], [-0.2, 0.0, 0.0], [0.0, 0.0, 0.0], [0.0, 0.1, 0.2], [0.0, 0.0, 0.0], [0.0, 0.0, 0.0], [0.0, 0.0, 0.1], [0.0, 0.0, 0.0], [0.0, 0.0, 0.0], [0.0, 0.0, 0.0], [0.0, 0.0, 0.0], [0.0, 0.0, 0.0], [0.0, 0.0, 0.0], [-0.2, -0.4, 0.2], [0.0, 0.0, 0.0], [0.0, 0.0, 0.0], [-0.2, 0.1, 0.1], [0.0, 0.0, 0.0], [0.0, 0.0, 0.0], [0.0, 0.1, -0.1], [0.0, 0.0, 0.0], [0.0, 0.0, 0.0], [0.0, 0.0, 0.0], [0.0, 0.0, 0.0], [0.0, 0.2, -0.2]], "lowdin_charge": [-0.06, 0.06, 0.88, -0.10, -0.05, 0.11, 0.11, -0.06, -0.13, -0.37, -0.15, -0.02, -0.27, 0.11, -0.12, 0.06, 0.09, 0.11, 0.06, -0.58, -0.04, 0.11, -0.05, -0.33, 0.22, 0.03, 0.13, 0.08, 0.06, -0.11, 0.05, -0.11, 0.10, 0.09, 0.11, -0.08, -0.58, -0.07, 0.04, -0.05, -0.06, 0.08, 0.13, -0.06, -0.08, 0.11, 0.11, 0.12, -0.07, 0.10, -0.34, -0.30, 0.01, -0.24, -0.06, 0.12, -0.09, 0.12, 0.11, 0.15, -0.04, -0.04, 0.08, 1.02, 0.13, 0.86, -0.13, 0.80, 0.03, -0.53, 0.14, 0.12, -0.06, 0.11, -0.62], "total_charge": 1, "total_energy_ha": -5028.04152, "e_lumo_ev": -3.111, "largest_force_ha_per_bohr": 0.01410, "molar_mass_g_mol": 864.83}